# H14O7

A 7-piece molecular cluster, H14O7 overall (wB97M-V/def2-TZVPD, the Open Molecules 2025 dataset).

```
21
Properties=species:S:1:pos:R:3:forces:R:3
O 2.016 -2.226 -0.360 -0.037 0.218 -0.559
H 1.468 -1.731 -1.029 0.631 -0.157 0.509
H 2.887 -2.324 -0.786 -0.596 0.107 0.331
O -1.815 -0.929 -2.643 -0.289 -0.468 1.813
H -2.054 -1.718 -2.106 0.037 0.378 -0.851
H -1.595 -0.308 -1.901 -0.109 -0.085 -1.024
O 0.829 -0.586 -2.220 -0.008 -1.602 -0.663
H 0.534 0.288 -2.028 -0.309 1.354 0.318
H 0.038 -0.971 -2.664 0.621 0.260 0.194
O -1.339 2.207 1.029 -3.454 5.097 -6.727
H -2.269 2.333 1.191 -0.119 -0.207 0.540
H -0.935 1.718 1.600 3.520 -4.857 6.298
O -0.143 1.179 3.235 -0.019 -2.028 0.348
H 0.682 1.656 3.253 0.504 0.232 0.039
H 0.140 0.220 3.358 -0.286 1.719 -0.482
O -1.096 1.621 -1.626 1.856 -0.278 1.119
H -1.031 1.766 -0.644 -0.159 0.179 -0.627
H -2.011 1.615 -1.797 -1.788 0.235 -0.515
O 1.680 -1.157 2.474 -0.429 -0.457 0.154
H 1.687 -1.425 1.542 0.266 0.193 -0.391
H 1.405 -1.985 2.890 0.169 0.169 0.176
```
Forces are in eV/Å.

molecular weight = 126.10 g mol⁻¹
maximum force = 9.1 eV/A
frontier orbital gap = 11.589 eV
SMILES = O.O.O.O.O.O.O
net charge = 0
E = -535.07228 Eh

***

# C4H8N2

C4H8N2 as an isolated structure (wB97M-V/def2-TZVPD, the Open Molecules 2025 dataset).

```
14
Properties=species:S:1:pos:R:3:forces:R:3
C -2.363 0.283 0.279 -1.270 0.012 -0.526
C -1.408 -0.276 -0.795 -1.780 1.115 -0.384
C -0.906 -0.109 0.545 -0.884 -0.067 1.346
C 1.895 -0.327 -0.060 0.369 0.108 -0.959
N -0.250 1.012 0.147 0.053 -0.330 -0.212
N 1.039 0.872 -0.077 1.052 -2.126 0.710
H -2.621 1.417 0.241 0.669 -2.097 0.332
H -3.222 -0.357 0.732 1.873 0.887 -0.984
H -1.144 0.201 -1.746 -0.088 -0.453 0.512
H -0.542 -0.885 1.212 0.014 0.124 0.167
H 1.254 -1.022 0.380 -0.192 -1.385 1.752
H 2.111 -0.954 -0.993 -0.230 1.787 0.228
H 2.873 -0.111 0.439 -1.108 -0.386 -0.104
H 1.345 1.626 -0.549 1.523 2.812 -1.877
```
Forces are in eV/Å.

molecular weight = 84.12 g mol⁻¹
maximum force = 3.7 eV/A
frontier orbital gap (alpha / beta) = 8.391 / 8.393 eV
net charge = 0
E = -266.50071 Eh

***

# C10H14O4SW

C10H14O4SW as an isolated structure (wB97M-V/def2-TZVPD, the Open Molecules 2025 dataset).

```
30
Properties=species:S:1:pos:R:3:forces:R:3
W 0.726 -0.110 -0.646 -1.865 -0.228 1.507
C 2.106 -1.236 1.607 -0.089 -0.375 0.252
C 0.743 -1.817 1.236 0.196 0.134 0.226
C 0.897 -2.522 -0.178 -0.133 0.309 0.064
C -0.296 -0.678 1.137 0.019 -0.130 0.180
C -1.419 -0.852 0.266 -0.209 -0.002 0.668
C -2.145 0.236 -0.227 0.079 0.074 -0.038
C -1.768 1.609 0.071 0.056 -0.114 0.154
C -2.539 2.729 -0.377 -0.028 0.150 -0.255
C -0.602 1.761 0.927 0.004 -0.102 0.155
C 0.085 0.664 1.469 -0.818 -0.241 0.597
H 2.873 -2.013 1.544 0.143 0.098 -0.217
H 2.138 -0.827 2.618 0.054 0.274 -0.072
H 2.476 -0.418 0.894 0.050 0.122 -0.043
H 0.405 -2.532 1.996 0.018 -0.249 -0.086
H 1.805 -2.268 -0.757 0.132 -0.102 -0.120
H -0.006 -2.665 -0.798 -0.076 0.071 -0.082
H 1.166 -3.581 0.012 0.051 -0.052 -0.027
H -1.805 -1.855 0.093 0.139 -0.088 -0.337
H -3.039 0.051 -0.824 0.050 0.012 -0.134
H -3.312 2.922 0.435 0.081 -0.071 0.004
H -3.160 2.535 -1.260 -0.008 0.011 0.048
H -1.990 3.677 -0.419 -0.035 0.004 0.047
H -0.314 2.761 1.258 0.142 0.073 -0.259
H 0.793 0.843 2.275 0.437 0.073 -0.290
O 1.617 1.359 -3.948 -0.069 -0.042 0.177
S 1.324 0.823 -2.712 0.708 -0.033 -0.471
O 2.120 -0.330 -1.972 0.728 -0.021 -0.787
O 1.206 1.652 -1.352 0.346 0.415 -0.296
O -0.085 0.079 -2.371 -0.104 0.029 -0.567
```
Forces are in eV/Å.

molecular weight = 414.13 g mol⁻¹
maximum force = 2.4 eV/A
frontier orbital gap (alpha / beta) = 6.259 / 6.260 eV
net charge = +4
E = -1153.50942 Eh

***

# C42H53O17PSi

A 4-piece molecular cluster, C42H53O17PSi overall (wB97M-V/def2-TZVPD, the Open Molecules 2025 dataset).

```
114
Properties=species:S:1:pos:R:3:forces:R:3
C -1.481 0.024 4.461 0.231 0.339 -0.161
C -2.122 1.093 3.490 -0.243 -0.917 0.020
C -3.438 0.455 2.879 0.416 0.814 0.786
C -4.264 1.435 1.952 0.191 -0.805 0.698
C -5.805 1.193 2.197 -0.631 0.667 0.047
C -3.829 1.395 0.420 -2.242 0.980 0.538
C -2.875 2.601 0.047 1.567 -0.569 -0.348
C -1.566 2.222 -0.748 0.252 0.598 -0.369
C -0.835 3.568 -1.192 -1.002 0.251 0.257
C -0.218 4.366 0.030 0.868 -0.750 0.388
C 1.369 4.551 -0.083 -0.608 -1.382 -0.054
C 1.995 3.197 0.491 0.223 1.182 -0.283
C 3.542 3.071 0.232 0.141 -0.218 1.118
C 4.103 1.588 0.354 0.377 0.630 -0.097
Si 3.526 0.424 -1.044 -0.782 -0.055 -0.582
C 2.738 1.445 -2.475 -0.264 0.163 0.101
C 4.969 -0.571 -1.783 0.269 -0.067 0.370
C 2.129 -0.760 -0.449 -1.754 -1.401 1.201
C 1.189 -0.362 0.613 -0.801 -2.386 -0.675
C 0.099 -1.268 1.021 1.307 -0.407 -1.451
C -0.079 -2.599 0.436 1.665 2.248 -0.350
C 0.873 -3.021 -0.584 -0.023 1.803 0.960
C 1.937 -2.104 -1.021 -1.378 0.096 1.239
O -5.088 1.804 -0.246 -0.868 -0.645 -1.440
C -5.281 1.149 -1.453 1.952 0.151 2.091
O -6.239 1.208 -2.136 0.447 0.066 -0.301
O -4.094 0.393 -1.641 -1.442 -0.094 -0.154
C -3.670 0.013 -0.305 2.037 -0.171 -1.476
P -4.718 -1.460 0.267 -2.385 -1.044 2.532
O -5.862 -1.857 -0.908 2.687 0.456 -0.087
O -3.738 -2.836 0.411 -0.040 1.167 -0.855
H -0.441 0.342 4.754 -1.072 -0.372 -0.051
H -2.134 -0.096 5.371 0.755 0.224 -0.805
H -1.399 -0.999 4.002 -0.080 0.969 0.212
H -1.435 1.398 2.658 -0.344 -0.356 0.697
H -2.329 2.021 4.093 -0.054 -0.811 -0.676
H -4.089 0.198 3.765 0.592 0.131 -0.957
H -3.160 -0.522 2.405 -0.295 0.834 0.168
H -4.041 2.480 2.306 -0.205 -1.003 -0.338
H -6.040 0.857 3.247 0.615 0.296 -0.984
H -6.349 2.171 2.075 0.442 -1.015 -0.084
H -6.279 0.447 1.516 0.532 0.639 0.519
H -2.546 3.151 0.970 -0.439 -0.608 -0.717
H -3.429 3.347 -0.586 0.230 -0.874 0.705
H -1.807 1.623 -1.674 0.138 0.568 0.970
H -0.875 1.603 -0.115 -0.566 0.418 -0.465
H -1.634 4.229 -1.637 1.058 -0.954 0.425
H -0.093 3.383 -2.018 -0.512 0.086 0.941
H -0.748 5.320 0.273 0.402 -0.704 -0.537
H -0.359 3.697 0.934 0.036 0.839 -0.707
H 1.669 4.578 -1.170 -0.303 0.413 1.042
H 1.736 5.451 0.468 -0.224 -0.719 -0.513
H 1.837 3.211 1.605 -0.026 -0.320 -0.997
H 1.382 2.377 0.027 0.788 0.561 0.474
H 3.883 3.561 -0.718 -0.539 -0.610 0.643
H 4.045 3.651 1.063 -0.477 -0.386 -0.925
H 3.902 1.148 1.372 0.107 0.479 -0.936
H 5.224 1.672 0.256 -0.949 -0.214 0.184
H 3.518 2.081 -2.965 -0.671 -0.603 0.140
H 2.238 0.748 -3.205 0.697 0.681 0.520
H 1.933 2.138 -2.111 0.716 -0.615 -0.227
H 5.621 -0.931 -0.943 -0.443 0.217 -0.715
H 5.583 0.130 -2.413 -0.542 -0.825 0.415
H 4.624 -1.475 -2.352 0.412 0.975 0.338
H 1.230 0.606 1.160 0.252 -0.814 -0.666
H -0.614 -0.926 1.803 0.597 -0.255 -0.604
H -0.916 -3.209 0.826 0.789 0.386 -0.753
H 0.753 -4.049 -1.005 0.297 1.074 0.189
H 2.620 -2.489 -1.804 -0.599 0.553 0.683
H -2.603 -0.336 -0.375 -0.775 0.499 0.048
H -5.384 -2.079 -1.736 -0.637 0.151 0.128
H -4.113 -3.386 1.123 0.122 0.490 -0.393
O -4.504 7.766 -7.173 0.246 0.289 0.109
C -3.968 7.257 -6.207 -0.410 -0.588 -0.179
C -4.259 5.893 -5.769 -0.024 0.270 -0.189
C -3.656 5.384 -4.690 -0.508 -0.780 -0.189
O -3.906 4.130 -4.270 0.492 0.750 0.189
C -2.673 6.182 -3.896 0.370 0.598 0.104
O -2.160 5.686 -2.908 -0.392 0.073 -0.379
C -2.363 7.537 -4.347 0.049 -0.279 0.215
C -2.964 8.045 -5.428 0.530 0.757 0.196
O -2.694 9.289 -5.864 -0.495 -0.716 -0.170
H -4.973 5.327 -6.350 0.007 -0.001 0.030
H -3.351 4.003 -3.478 -0.073 -0.099 -0.043
H -1.637 8.098 -3.774 -0.023 0.003 -0.017
H -3.256 9.416 -6.653 0.048 0.065 0.037
O -0.567 -4.945 2.043 0.179 -0.070 0.401
C -0.017 -5.454 3.004 -0.334 -0.580 -0.150
C -0.280 -6.829 3.422 -0.031 0.273 -0.199
C 0.333 -7.342 4.493 -0.502 -0.772 -0.236
O 0.108 -8.606 4.895 0.457 0.717 0.209
C 1.300 -6.538 5.299 0.435 0.610 0.188
O 1.822 -7.040 6.278 -0.217 -0.312 -0.125
C 1.583 -5.171 4.869 -0.006 -0.306 0.183
C 0.973 -4.656 3.795 0.535 0.851 0.159
O 1.224 -3.400 3.383 -0.582 -0.893 -0.112
H -0.983 -7.401 2.832 0.012 -0.001 0.021
H 0.667 -8.732 5.686 -0.059 -0.056 -0.031
H 2.298 -4.605 5.451 -0.021 0.007 -0.023
H 0.666 -3.258 2.590 0.198 0.216 -0.048
O 4.234 -3.907 -1.820 -0.022 -0.317 0.188
C 5.098 -4.647 -1.388 0.448 0.156 -0.497
C 6.395 -4.812 -2.041 -0.320 0.152 0.034
C 7.306 -5.650 -1.536 0.516 0.303 -0.734
O 8.507 -5.818 -2.118 -0.499 -0.275 0.688
C 7.036 -6.444 -0.299 -0.366 -0.237 0.593
O 7.887 -7.209 0.115 0.177 0.157 -0.310
C 5.748 -6.260 0.368 0.294 -0.117 -0.053
C 4.838 -5.420 -0.135 -0.572 -0.261 0.780
O 3.646 -5.232 0.464 0.529 0.242 -0.779
H 6.577 -4.234 -2.937 0.010 -0.020 0.011
H 8.976 -6.472 -1.565 0.033 0.031 -0.080
H 5.572 -6.827 1.272 -0.011 0.013 -0.021
H 3.170 -4.581 -0.089 -0.088 0.023 0.168
```
Forces are in eV/Å.

molecular weight = 888.93 g mol⁻¹
maximum force = 3.6 eV/A
frontier orbital gap = 6.865 eV
SMILES = CCC[C@H](C)[C@]1(CCCCCCCC[Si](C)(C)c2ccccc2)OC(=O)O[C@@H]1P(O)O.O=C1C=C(O)C(=O)C=C1O.O=C1C=C(O)C(=O)C=C1O.O=C1C=C(O)C(=O)C=C1O
net charge = 0
E = -3542.09415 Eh

***

The highest net charge belongs to which entry?
C10H14O4SW

***

The lowest E belongs to which entry?
C42H53O17PSi